--- P ---
Below is C2H2F3NO as an isolated structure, with properties calculated with ωB97M-V/def2-TZVPD.

Geometry as XYZ:
```
9
Properties=species:S:1:pos:R:3:lowdin_charge:R:1
H 2.23208 0.86020 0.49481 0.078
C 1.34195 0.27500 0.60087 0.042
H 1.24209 -0.63408 1.27296 0.100
N 0.37914 0.59679 -0.21156 -0.228
F -2.16131 0.33445 -0.00132 0.209
O 0.34781 1.46397 -1.09230 -0.057
F -1.00528 -1.33361 0.64783 0.206
C -1.17742 -0.47921 -0.27932 -0.566
F -1.19905 -1.08351 -1.43197 0.217
```

## Properties
- HOMO-LUMO gap (eV) = 10.10
- molecular weight (g/mol) = 113.0
- HOMO (eV) = -9.282
- charge = 0


--- Q ---
Below is a 2-piece molecular cluster, C2H2F3NO overall, with properties calculated with ωB97M-V/def2-TZVPD.

Geometry as XYZ:
```
9
Properties=species:S:1:pos:R:3:lowdin_charge:R:1
C 1.23706 -0.55705 0.21546 -0.297
F 1.15258 -0.27216 -1.09914 0.015
F -0.53111 2.06931 -0.63514 0.156
N -2.06805 0.41469 -0.05222 -0.076
H 1.40980 0.37198 0.77375 0.130
O -2.78546 -0.47668 0.25198 0.045
C -1.05496 0.92197 -0.36181 -0.126
H 0.33933 -1.10750 0.52135 0.124
F 2.30082 -1.36456 0.38576 0.028
```

## Properties
- HOMO-LUMO gap (eV) = 9.82
- molecular weight (g/mol) = 113.0
- HOMO (eV) = -10.306
- charge = 0


Which structure loses on stability? Q does.


--- P ---
Below is H18KrO9 as an isolated structure, with properties calculated with ωB97M-V/def2-TZVPD.

Geometry as XYZ:
```
28
Properties=species:S:1:pos:R:3:lowdin_charge:R:1
H 11.95344 -14.14689 19.22202 -0.027
H 10.21172 -15.82473 15.53663 -0.042
O 9.95692 -12.04112 18.05500 -0.048
O 10.59566 -13.09756 20.56159 -0.049
H 13.44912 -15.38444 15.71252 0.060
H 9.57241 -11.21010 18.33392 0.052
O 10.75832 -16.51178 15.15528 -0.097
O 9.55063 -13.88280 15.85288 -0.063
H 13.19700 -15.78671 17.15005 0.011
H 9.05090 -15.97170 22.16434 0.055
Kr 9.81985 -16.27828 18.60455 0.236
H 12.75559 -13.80887 17.98339 0.046
H 8.63095 -13.87196 15.58775 0.045
O 5.54462 -15.80529 18.08249 -0.061
H 10.54908 -16.07975 21.97549 0.047
H 6.26029 -16.06906 17.50417 -0.004
H 8.09685 -18.62686 16.52372 0.037
H 10.11230 -12.51908 18.86964 -0.015
H 11.59808 -16.42883 15.60713 -0.045
H 9.60112 -13.25083 16.57002 -0.016
H 10.35057 -13.91524 20.99468 -0.002
O 7.38819 -18.11649 16.91558 -0.077
O 12.71317 -14.42804 18.71213 -0.071
O 13.21312 -16.13447 16.25841 -0.037
H 11.37280 -12.79926 21.03414 0.070
H 4.84640 -15.52815 17.48926 0.030
H 7.35371 -18.41264 17.82516 0.024
O 9.84024 -15.44142 22.05487 -0.058
```

## Properties
- HOMO-LUMO gap (eV) = 9.94
- molecular weight (g/mol) = 245.9
- HOMO (eV) = -9.910
- charge = 0


--- Q ---
Below is H18KrO9 as an isolated structure, with properties calculated with ωB97M-V/def2-TZVPD.

Geometry as XYZ:
```
28
Properties=species:S:1:pos:R:3:lowdin_charge:R:1
H -1.44596 -0.71902 2.93725 0.060
O -1.50677 -2.35608 -0.06200 -0.057
H -2.80499 1.75132 0.23938 0.025
H -2.21044 -2.98559 0.09547 0.059
H -0.31224 -1.70946 3.09728 0.065
Kr 0.08202 0.99541 -0.81694 0.182
H -3.70433 0.96246 -1.75526 -0.011
H -2.12458 -1.75755 -1.65045 -0.047
O -2.33106 -1.65843 -2.57984 -0.085
H -2.84317 -0.85113 -2.62713 -0.033
H -1.38398 -1.91778 0.78005 -0.014
O -0.74483 -1.15214 2.45037 -0.038
H 4.84152 2.14529 0.35923 0.054
H 2.92734 2.50776 1.48251 -0.022
H -3.82965 1.27468 -3.23131 0.052
H 1.91603 1.41854 1.77020 -0.028
O 4.07312 2.58134 -0.00909 -0.046
H 2.69573 -1.61716 1.03854 0.029
H -3.52208 0.50534 0.71393 0.047
H 3.65886 -0.68672 -0.91324 0.036
H 1.35042 -1.18335 1.58061 -0.008
O 2.29176 -1.07795 1.71846 -0.040
O -3.60124 1.23790 0.10294 -0.039
O 2.46279 2.07642 2.19971 -0.077
O 3.30457 0.03355 -1.43469 -0.069
O -4.02601 0.60040 -2.58090 -0.049
H 3.07212 -0.36799 -2.27193 0.050
H 3.71506 1.95004 -0.63317 0.004
```

## Properties
- HOMO-LUMO gap (eV) = 9.69
- molecular weight (g/mol) = 245.9
- HOMO (eV) = -10.023
- charge = 0


Which structure loses on stability? Q does.


--- P ---
Below is CH3N5O in the gas phase, with properties calculated with ωB97M-V/def2-TZVPD.

Geometry as XYZ:
```
10
Properties=species:S:1:pos:R:3:lowdin_charge:R:1
N 1.84252 -0.79068 -0.22457 0.034
N 0.14966 0.30588 0.48436 -0.172
O -0.56163 1.19471 -0.41953 -0.037
H -2.13238 -0.23022 0.24262 0.112
N 1.44876 0.44176 0.24929 -0.042
N 0.86359 -1.63798 -0.16799 0.059
H -1.20951 1.63100 0.17225 0.108
C -0.34139 -1.01229 0.16190 -0.408
H 1.61027 1.38234 -0.44060 0.246
N -1.66990 -1.28454 -0.05772 0.101
```

## Properties
- HOMO-LUMO gap (eV) = 8.55
- molecular weight (g/mol) = 101.1
- HOMO (eV) = -9.427
- charge = 0


--- Q ---
Below is CH3N5O in the gas phase, with properties calculated with ωB97M-V/def2-TZVPD.

Geometry as XYZ:
```
10
Properties=species:S:1:pos:R:3:lowdin_charge:R:1
H 1.32358 0.84877 0.32054 0.121
N -0.21893 -1.33714 -2.15998 -0.050
O -0.69075 0.87574 0.50352 -0.076
N -0.58267 -2.13928 -1.21399 -0.043
N -0.20972 -0.13708 -1.71377 0.062
H 0.44747 2.04769 1.70189 0.103
N -0.74386 -1.46433 -0.10423 0.067
H 0.70301 0.41065 1.94843 0.072
N -0.58724 -0.21721 -0.42091 -0.190
C 0.55911 1.11220 1.13849 -0.068
```

## Properties
- HOMO-LUMO gap (eV) = 12.24
- molecular weight (g/mol) = 101.1
- HOMO (eV) = -11.574
- charge = 0


Which structure loses on stability? P does.


--- P ---
Below is C20H21N3O3S in the gas phase, with properties calculated with ωB97M-V/def2-TZVPD.

Geometry as XYZ:
```
48
Properties=species:S:1:pos:R:3:lowdin_charge:R:1
H -0.88375 3.16635 -0.04801 0.119
H 3.23338 1.42135 2.03206 0.111
C -0.66637 -0.72001 -1.63736 -0.427
S 2.20597 -1.64260 -1.40605 1.034
C 0.85565 -2.53078 -0.56947 -0.457
C -3.20354 1.84416 -0.36925 -0.037
H -6.67300 -0.32673 -0.96734 0.095
C 4.54088 0.38493 -0.91095 -0.067
N 2.15326 -2.25770 1.46439 0.167
C -4.40742 1.17866 -0.22269 -0.015
H -5.28107 1.56085 -0.72685 0.101
H 5.62598 1.36475 2.65462 0.102
O -1.63882 -0.40398 -2.27947 0.105
C -0.48505 -2.15123 -1.17423 -0.094
H -0.72841 -2.79045 -2.02541 0.133
H 2.96984 -2.28351 0.87542 0.071
H -3.37086 -1.31406 1.79629 0.121
C -2.12448 0.25275 1.03976 -0.042
C 6.27127 0.70453 0.72208 -0.099
N 0.27728 0.22511 -1.26936 0.000
O -0.09091 -2.15899 1.60880 0.063
H 6.61535 0.07213 -1.29408 0.104
H -0.03003 1.87100 0.80922 0.109
H -0.87047 1.71098 -2.12146 0.125
H -1.24381 -0.12512 1.53700 0.098
C -6.78509 -0.32229 0.12185 -0.096
C 3.58170 0.75885 0.03022 -0.307
C -0.12898 1.62719 -1.32401 -0.117
H 7.31646 0.68277 0.99153 0.099
C -2.04845 1.39444 0.25161 -0.248
N 2.23993 0.84026 -0.27552 0.131
H 4.23110 0.13800 -1.91621 0.092
C -0.73698 2.08633 0.00711 -0.117
C 0.91283 -2.28009 0.94623 -0.567
H 0.75426 2.22156 -1.56285 0.122
C 1.56411 -0.02231 -0.88869 -0.532
C 5.87759 0.36076 -0.56009 -0.085
C -3.31645 -0.42288 1.19160 0.009
H -7.53313 -1.05984 0.40936 0.091
H 2.26600 -2.08974 2.44993 0.121
C 3.98412 1.12638 1.31496 -0.030
H -1.25960 -2.30446 -0.41247 0.128
C 5.32070 1.08857 1.65601 -0.090
H 1.05919 -3.59334 -0.73222 0.121
H -3.16679 2.73075 -0.98652 0.118
O -5.59771 -0.71287 0.76474 -0.087
H -7.11360 0.67006 0.44916 0.094
C -4.47208 0.02953 0.55660 -0.272
```

## Properties
- HOMO-LUMO gap (eV) = 8.28
- molecular weight (g/mol) = 383.5
- HOMO (eV) = -8.023
- charge = 0


--- Q ---
Below is C20H21N3O3S in the gas phase, with properties calculated with ωB97M-V/def2-TZVPD.

Geometry as XYZ:
```
48
Properties=species:S:1:pos:R:3:lowdin_charge:R:1
H 3.91168 1.82935 4.34259 0.104
C 3.14806 2.15615 3.65282 -0.077
H -1.98205 -2.17981 -3.80842 0.112
O -1.29540 -3.02817 1.10416 0.084
H -1.09804 -3.67497 -5.42003 0.072
H 1.71578 1.41906 -0.45538 0.135
C 2.49085 3.35595 3.86264 -0.086
H -2.67530 -0.31978 3.44718 0.072
H 0.64481 -3.90559 -5.24531 0.080
C 1.18823 2.98095 1.88552 -0.030
H 1.92681 -1.44746 -5.34562 0.114
H 0.01836 -2.94459 -6.58033 0.079
H 0.41670 3.30348 1.20012 0.110
C -0.12959 -3.19425 -5.53036 -0.056
S 0.16474 -0.96888 2.68682 1.058
H -1.64844 2.05565 -2.07686 0.138
C -0.92544 1.06902 -0.35845 -0.299
H -0.36841 2.94260 -1.21149 0.131
C 0.13601 0.34122 -3.10671 -0.259
H -3.03296 -1.71403 4.47130 0.082
N -2.07855 0.59508 0.02012 0.091
C -1.08501 -1.57944 -3.85215 -0.035
H 0.98871 4.69949 3.13816 0.104
C -0.69878 1.95010 -1.53959 -0.116
H 2.74067 3.96946 4.71531 0.102
O -3.24162 -2.63555 2.11879 0.111
N -1.88989 -0.14828 1.12118 0.042
H 3.32924 0.42543 2.40814 0.112
O 0.33459 1.49433 -2.38361 -0.062
C 1.47406 0.91671 0.48542 -0.085
N 0.06053 0.63755 0.48548 0.016
H -1.83939 -0.18726 -2.42703 0.098
C 1.84542 1.77595 1.66905 -0.227
H 2.01301 -0.03534 0.52889 0.132
C 1.19386 -0.03340 -3.93300 -0.006
C 2.82369 1.36680 2.56338 -0.060
H -1.70201 -0.62482 4.90143 0.075
C -2.23583 -1.08981 4.07584 -0.112
H -0.84311 -2.73640 3.85526 0.120
C -1.00857 -0.44026 -3.06606 -0.006
C -0.61168 -0.12306 1.39292 -0.586
H -3.61672 -2.98911 1.29713 0.142
C -1.91828 -2.56931 2.02311 -0.617
C -1.28319 -1.93550 3.25205 -0.501
C -0.04358 -1.96161 -4.68175 -0.290
H 2.07795 0.58497 -3.95246 0.116
C 1.10011 -1.16892 -4.70806 -0.046
C 1.50797 3.76627 2.97786 -0.075
```

## Properties
- HOMO-LUMO gap (eV) = 9.00
- molecular weight (g/mol) = 383.5
- HOMO (eV) = -8.379
- charge = 0


Which structure loses on stability? Q does.